A structure of composition C5H5NO. Source: OMol25; level of theory: wB97M-V/def2-TZVPD.

Structure (XYZ):
```
12
Properties=species:S:1:pos:R:3:forces:R:3:lowdin_charge:R:1
N -2.55893 1.85073 -0.58499 0.4 -0.4 0.0 0.127
C -1.65764 1.00283 -0.53814 -0.2 0.1 0.3 -0.083
C -0.68695 0.17317 -0.28474 -0.2 0.4 -0.1 -0.266
O -0.77205 -1.20169 -0.01745 -0.1 -0.1 0.0 0.012
C 0.52847 -1.11563 0.58912 0.3 -0.3 0.3 -0.221
C 1.54730 -0.77699 -0.43415 0.1 -0.1 -0.1 -0.041
C 0.71259 0.32477 0.17871 0.0 0.2 0.1 -0.119
H -2.81366 2.03990 0.39010 -0.3 0.3 -0.1 0.071
H 0.65782 -1.60419 1.54695 0.1 0.0 -0.2 0.150
H 2.58137 -0.79860 -0.10643 -0.1 0.0 0.0 0.112
H 1.36115 -1.07179 -1.46264 0.1 0.0 0.1 0.119
H 1.10052 1.17748 0.72364 0.0 -0.2 -0.1 0.140
```
Positions in Å, forces in eV/Å.

Charge = 0
Energy above the lowest of the compared OMol25 structures with the same formula, charge and spin = 4.0419 eV
HOMO energy = -8.231 eV
Molar mass = 95.101 g/mol
Multiplicity = 1


A structure of composition C22H31FN5O5Ru. Source: OMol25; level of theory: wB97M-V/def2-TZVPD.

Structure (XYZ):
```
65
Properties=species:S:1:pos:R:3:forces:R:3:lowdin_charge:R:1
Ru -3.16701 0.73457 1.04844 -0.5 0.2 -0.7 1.342
N -4.80473 -2.68159 2.69344 0.0 0.0 0.0 0.218
C -4.20219 -1.53053 2.41741 0.0 0.0 0.1 -0.493
O -4.04716 -1.15720 1.23655 -0.1 0.0 -0.1 -0.076
C -3.70459 -0.62970 3.50461 -0.1 0.0 0.0 -0.158
C -2.58695 0.21563 2.89445 0.2 -0.2 0.1 -0.218
H -5.17327 -3.24203 1.94157 0.0 0.0 0.0 0.134
H -4.93671 -2.98720 3.64116 0.0 0.0 0.0 0.126
H -3.41363 -1.17532 4.40498 0.0 0.0 0.0 0.124
H -4.54892 0.01276 3.77178 0.0 0.0 0.0 0.116
H -1.67477 -0.37405 2.76118 0.0 0.0 0.1 0.071
H -2.35656 1.09022 3.50380 0.0 0.0 0.0 0.077
C 3.35107 2.58888 -2.50553 0.0 0.0 0.0 -0.050
C 3.24166 2.32559 -1.01350 0.0 0.0 0.0 -0.168
N 1.99465 1.62335 -0.65830 0.0 0.0 0.0 -0.010
C 0.96406 2.34356 -0.20610 0.0 0.0 0.0 0.053
C -0.28411 1.85597 0.10071 0.0 0.1 0.1 -0.009
C -1.27048 2.93116 0.54444 0.1 0.1 -0.1 -0.556
O -0.86417 4.07039 0.62210 -0.1 0.0 0.0 0.084
O -2.50242 2.58669 0.76504 0.2 -0.2 0.1 -0.168
C -0.51155 0.47098 -0.06461 -0.2 -0.2 0.0 -0.253
O -1.59829 -0.15312 0.17400 0.5 0.1 0.2 -0.135
C 0.60312 -0.31954 -0.55471 0.1 0.0 -0.1 -0.049
C 0.45392 -1.70007 -0.74119 0.0 0.0 0.0 0.097
C 1.48079 -2.44781 -1.22445 0.0 0.0 0.0 -0.179
F 1.26653 -3.76709 -1.40884 0.0 0.0 0.0 0.071
C 2.73918 -1.89423 -1.55686 0.0 0.0 0.1 -0.118
C 2.88789 -0.53181 -1.34594 0.0 0.0 0.0 0.058
C 1.83784 0.26120 -0.86040 0.0 0.0 0.0 -0.112
N 3.80179 -2.66789 -2.04454 0.1 0.0 0.0 -0.071
C 3.74576 -4.13059 -2.09509 0.0 0.0 0.0 -0.124
C 5.08587 -4.68379 -2.56578 0.1 0.0 0.0 -0.080
N 6.20064 -3.86509 -1.97771 0.0 0.0 0.0 0.078
C 6.16904 -2.42663 -2.47797 0.0 0.0 0.0 -0.057
C 4.76597 -2.11001 -2.97506 0.0 0.0 0.0 -0.132
H 4.28329 3.11033 -2.71997 0.0 0.0 0.0 0.089
H 2.52808 3.21788 -2.84378 0.0 0.0 0.0 0.091
H 3.32905 1.66702 -3.08755 0.0 0.0 0.0 0.068
H 3.23469 3.26167 -0.45995 0.0 0.0 0.0 0.130
H 4.08217 1.74903 -0.62856 0.0 0.0 0.0 0.119
H 1.12533 3.40707 -0.07902 0.0 0.0 0.0 0.154
H -0.49369 -2.17080 -0.51912 0.0 0.0 0.0 0.146
H 3.83953 -0.06527 -1.53909 0.0 0.0 0.0 0.097
H 2.97986 -4.51820 -2.77054 0.0 0.0 0.0 0.140
H 3.52764 -4.51623 -1.09919 0.0 0.0 0.0 0.138
H 5.21368 -4.64097 -3.64468 0.0 0.0 0.0 0.139
H 5.20849 -5.71617 -2.24642 0.0 0.0 0.0 0.146
H 7.10063 -4.29170 -2.19919 0.0 0.0 0.0 0.187
H 6.11932 -3.87180 -0.96017 0.0 0.0 0.0 0.186
H 6.92227 -2.32490 -3.25650 0.0 0.0 0.0 0.142
H 6.43753 -1.79980 -1.63096 0.0 0.0 0.0 0.139
H 4.60894 -2.50117 -3.98580 0.0 0.0 0.0 0.140
H 4.67000 -1.03305 -3.05862 0.0 0.0 0.0 0.122
C -6.31079 4.86802 1.83287 0.0 0.0 0.0 0.000
N -6.04572 3.45887 2.15487 -0.1 0.0 0.0 -0.141
C -6.70324 2.80535 3.28676 0.0 0.0 0.0 0.000
C -5.18955 2.78229 1.43555 0.0 -0.1 -0.2 -0.257
O -4.93135 1.56754 1.66110 -0.1 0.2 0.5 -0.143
H -7.09268 5.23303 2.49025 0.0 0.0 0.0 0.092
H -6.65089 4.96685 0.80434 0.0 0.0 0.0 0.100
H -5.41615 5.46845 1.98676 0.0 0.0 0.0 0.103
H -7.42159 3.49298 3.71990 0.0 0.0 0.0 0.093
H -5.96656 2.53120 4.04119 0.0 0.0 0.0 0.098
H -7.21781 1.90705 2.95116 0.0 0.0 0.0 0.100
H -4.71278 3.31976 0.61530 0.1 0.0 0.1 0.148
```
Positions in Å, forces in eV/Å.

Charge = +2
Energy above the lowest of the compared OMol25 structures with the same formula, charge and spin = 0.2177 eV
HOMO energy (spin up / spin down) = -12.785 / -12.465 eV
Molar mass = 565.588 g/mol
Multiplicity = 2


A structure of composition C30H55AsBN6ReS. Source: OMol25; level of theory: wB97M-V/def2-TZVPD.

Structure (XYZ):
```
95
Properties=species:S:1:pos:R:3:forces:R:3:lowdin_charge:R:1
Re -0.64270 -0.50458 1.15952 0.1 1.4 -1.8 1.350
C 0.84376 -5.06338 -0.82790 -0.1 0.1 -0.1 -0.045
C 0.03896 -3.85697 -0.33887 0.1 -0.1 0.2 -0.352
C -0.20136 -3.96249 1.15548 0.0 0.1 0.0 -0.087
C 0.65839 -2.56914 -0.82581 0.2 -0.1 -0.4 -0.180
C 1.45363 -2.49517 -1.94244 -0.1 0.1 0.2 0.063
C 1.49786 -1.15248 -2.35197 0.0 -0.2 0.1 -0.112
C 2.22094 -0.74549 -3.60600 0.1 0.2 -0.3 -0.312
C 1.87759 -1.73970 -4.73577 0.0 0.0 0.1 -0.034
C 2.04918 0.67592 -4.13329 0.0 -0.1 0.0 -0.052
N 0.80271 -0.43768 -1.45633 0.2 0.2 -0.1 0.085
N 0.33724 -1.27769 -0.46815 -0.5 -0.1 1.4 -0.070
B 0.20226 0.99474 -1.48544 0.0 -0.1 0.0 -0.447
N 0.65070 1.75437 -0.21113 0.3 0.2 -0.2 0.079
N 0.05274 1.38504 0.95902 -0.4 -1.5 0.6 -0.083
C 0.16144 2.41008 1.85435 0.1 0.7 -0.1 -0.198
C 0.91837 3.39260 1.25415 -0.1 -0.3 0.2 0.097
C 1.22750 2.95274 -0.04089 0.0 0.1 0.3 -0.131
C 2.12093 3.69108 -0.98518 0.0 -0.1 -0.4 -0.320
C 3.35792 2.84709 -1.33162 0.0 0.1 0.2 -0.024
C 1.42130 4.21963 -2.24627 0.0 0.0 0.1 -0.031
C -0.58855 2.55771 3.15058 0.0 -0.5 0.0 -0.332
C -1.91538 1.79593 3.08902 0.1 0.2 -0.1 -0.063
C 0.22842 2.22567 4.41103 0.0 0.1 -0.1 -0.046
N -1.35795 0.81548 -1.40586 -0.1 0.2 -0.3 0.101
N -1.86653 0.11283 -0.35004 0.8 -0.4 1.4 -0.088
C -3.19998 -0.05626 -0.51605 -0.6 0.2 -0.6 -0.208
C -3.55639 0.56235 -1.69047 0.2 -0.1 0.3 0.090
C -2.37813 1.11039 -2.23626 -0.3 -0.1 0.1 -0.114
C -2.39014 1.81108 -3.55804 0.0 0.1 -0.3 -0.327
C -2.45706 0.75323 -4.67816 0.1 0.0 0.1 -0.020
C -1.32512 2.86402 -3.83791 0.0 -0.1 0.1 -0.045
C -4.05754 -0.81811 0.43732 0.2 0.1 0.2 -0.325
C -3.20902 -1.57140 1.46189 -0.2 0.1 -0.3 -0.075
C -5.06708 0.11077 1.12989 0.0 -0.1 0.0 -0.016
H 0.37358 -5.97921 -0.47438 0.0 0.0 0.0 0.097
H 1.86776 -5.03321 -0.45247 0.0 0.0 0.0 0.102
H 0.86668 -5.10939 -1.91520 0.0 -0.1 0.0 0.088
H -0.94002 -3.90082 -0.83356 0.0 0.1 0.0 0.158
H 0.73123 -3.82525 1.70436 -0.1 0.0 0.1 0.067
H -0.61240 -4.94348 1.39396 0.0 0.0 0.0 0.105
H -0.93941 -3.23388 1.49875 0.1 0.0 0.2 -0.003
H 1.91534 -3.32101 -2.45106 -0.1 0.0 0.0 0.124
H 3.28242 -0.88864 -3.36735 0.0 0.0 0.1 0.163
H 0.79860 -1.78888 -4.89142 0.0 0.0 0.0 0.095
H 2.25292 -2.74339 -4.54926 0.0 0.0 0.0 0.082
H 2.33792 -1.39159 -5.65807 0.0 0.0 0.0 0.096
H 1.01970 0.84213 -4.45383 0.0 0.1 0.0 0.073
H 2.68290 0.79441 -5.01018 0.0 0.0 0.0 0.104
H 2.33989 1.43894 -3.41592 -0.1 0.0 -0.1 0.042
H 0.50431 1.58433 -2.44832 0.0 0.0 0.1 0.085
H 1.19838 4.33977 1.68522 0.0 0.0 0.0 0.147
H 2.46074 4.56228 -0.42386 0.0 0.0 0.1 0.145
H 3.07803 1.85062 -1.67414 0.0 0.0 0.0 0.057
H 4.01287 2.74119 -0.46646 0.0 -0.1 0.0 0.093
H 3.92095 3.34383 -2.12031 0.0 0.0 0.0 0.103
H 1.28868 3.43955 -2.99470 0.0 0.1 0.1 0.052
H 2.04122 4.99981 -2.68513 0.0 0.0 0.0 0.103
H 0.45367 4.66209 -2.00752 0.0 0.0 0.0 0.088
H -0.81945 3.62219 3.20571 0.0 0.0 -0.1 0.154
H -1.73654 0.70400 3.05825 -0.1 0.1 0.1 -0.020
H -2.49879 2.09244 2.21636 0.0 0.0 0.0 0.088
H -2.51342 1.98165 3.98061 0.0 -0.1 0.0 0.113
H 0.13482 1.17903 4.68298 0.0 -0.1 0.0 0.011
H -0.14133 2.81574 5.24873 0.0 0.0 0.0 0.100
H 1.28399 2.46167 4.27226 0.0 0.1 0.0 0.090
H -4.54710 0.62420 -2.10969 0.0 0.0 -0.1 0.149
H -3.35573 2.32608 -3.57082 0.0 0.0 0.1 0.153
H -1.55264 0.14042 -4.68822 0.0 0.0 0.0 0.079
H -2.54396 1.25812 -5.63878 0.0 0.0 0.0 0.101
H -3.31760 0.09505 -4.56427 0.0 0.0 0.0 0.089
H -0.37190 2.42162 -4.12258 0.0 0.0 0.0 0.053
H -1.18043 3.52151 -2.98124 0.0 0.0 -0.1 0.076
H -1.65098 3.47382 -4.67927 0.0 0.0 0.0 0.106
H -4.61548 -1.54505 -0.15756 0.0 -0.1 0.0 0.164
H -2.73943 -0.86901 2.17248 -0.1 0.0 0.2 0.037
H -2.46901 -2.21850 0.96140 0.0 0.0 0.0 0.057
H -3.82995 -2.22531 2.07403 0.2 -0.1 0.1 0.126
H -4.55118 0.85968 1.73389 0.0 0.0 0.0 0.078
H -5.71845 -0.47224 1.78002 0.0 0.0 0.0 0.101
H -5.69224 0.62471 0.40249 0.0 0.0 0.0 0.096
C 1.45743 -1.18961 6.30353 0.0 0.0 0.0 -0.215
As 1.78000 -1.85084 4.52649 0.7 0.1 0.1 0.866
C 3.47447 -1.19936 3.87689 0.0 -0.1 0.1 -0.209
C 1.78923 -3.77788 4.61929 -0.1 0.1 0.0 -0.209
S 0.05982 -1.17864 3.36303 -0.7 -0.2 -1.0 0.265
H 2.18058 -1.67222 6.96266 0.0 0.0 0.0 0.065
H 0.45074 -1.45956 6.61830 0.0 0.0 -0.1 0.060
H 1.58511 -0.11064 6.35485 0.0 0.0 -0.1 0.049
H 4.23178 -1.54059 4.58525 0.0 0.0 0.0 0.065
H 3.47620 -0.11201 3.84879 -0.1 0.0 0.0 0.049
H 3.69824 -1.60379 2.89225 -0.1 0.0 0.0 0.051
H 2.31843 -4.03943 5.53685 0.0 0.0 0.0 0.063
H 2.30913 -4.21233 3.76860 0.0 0.1 -0.1 0.050
H 0.77082 -4.15730 4.67488 0.0 0.1 0.0 0.056
```
Positions in Å, forces in eV/Å.

Charge = +3
Energy above the lowest of the compared OMol25 structures with the same formula, charge and spin = 1.6757 eV
HOMO energy (spin up / spin down) = -17.077 / -17.075 eV
Molar mass = 803.820 g/mol
Multiplicity = 2


An isolated molecule of C4H3ClN6. Source: OMol25; level of theory: wB97M-V/def2-TZVPD.

Structure (XYZ):
```
14
Properties=species:S:1:pos:R:3:forces:R:3:lowdin_charge:R:1
N -1.65375 1.85686 -0.17973 0.8 -0.7 -0.1 0.088
C -0.72901 0.79439 -0.22873 -0.4 0.4 0.2 -0.274
C -0.19300 0.23336 -1.53021 1.0 -0.8 2.5 -0.032
N 0.71822 -0.71965 -1.62973 -0.3 0.6 0.8 0.125
N 1.21286 -1.20853 -0.44169 -1.9 1.2 -0.2 -0.083
N 2.11286 -2.23881 -0.23146 -0.6 1.1 -1.7 0.055
N 2.14458 -2.38544 1.00811 0.0 -0.4 1.2 -0.038
N 1.29525 -1.56138 1.67699 0.8 -0.9 1.6 0.061
C 0.71557 -0.83879 0.79533 -0.5 1.1 -1.2 -0.355
C -0.25601 0.22956 0.93821 0.3 -0.4 -0.6 -0.508
Cl -0.76801 0.74888 2.55116 0.4 -0.4 -1.4 0.684
H -2.17650 2.14083 -0.99830 0.3 -0.2 0.3 0.096
H -1.91589 2.28477 0.72093 0.4 -0.7 -0.9 0.081
H -0.50717 0.66394 -2.45087 -0.3 0.1 -0.6 0.101
```
Positions in Å, forces in eV/Å.

Charge = 0
Energy above the lowest of the compared OMol25 structures with the same formula, charge and spin = 0.1340 eV
HOMO energy = -9.213 eV
Molar mass = 170.563 g/mol
Multiplicity = 1